No. 1
Density functional theory data (ωB97M-V with the def2-TZVPD basis set) for 11 unconnected molecules or ions with the total composition C8H34O10 at a distorted geometry.

## Properties
Structure (SMILES): C=CCC(=C)CCC.O.O.O.O.O.O.O.O.O.O
E, eV: -29317.41613

Each atom is followed by the atoms it is bonded to, with distances in Å.
Atoms and positions in Å:
1 C 0.79 -0.21 -3.17  C2 1.382, H9 1.097, H10 1.030
2 C 0.92 0.74 -2.17  C1 1.382, C3 1.520, H11 1.096
3 C -0.03 1.93 -2.12  C2 1.520, C4 1.491, H12 1.114, H13 1.104
4 C -0.16 2.09 -0.64  C3 1.491, C5 1.309, C6 1.506
5 C 0.44 2.95 0.14  C4 1.309, H14 1.052, H15 1.073
6 C -0.97 1.00 0.00  C4 1.506, C7 1.472, H16 1.164, H17 1.136
7 C -2.24 1.52 0.54  C6 1.472, C8 1.470, H18 1.144, H19 1.190
8 C -2.30 2.99 0.52  C7 1.470, H20 1.060, H21 1.061, H22 1.050
9 H 1.56 -0.99 -3.24  C1 1.097
10 H 0.12 -0.27 -3.95  C1 1.030
11 H 1.64 0.61 -1.35  C2 1.096
12 H 0.51 2.69 -2.73  C3 1.114
13 H -0.97 1.79 -2.68  C3 1.104
14 H 0.37 3.08 1.18  C5 1.052
15 H 1.06 3.73 -0.27  C5 1.073
16 H -0.28 0.69 0.88  C6 1.164
17 H -0.93 0.17 -0.77  C6 1.136
18 H -2.36 1.08 1.59  C7 1.144
19 H -3.11 1.04 -0.11  C7 1.190
20 H -2.12 3.22 -0.50  C8 1.060
21 H -3.24 3.27 0.91  C8 1.061
22 H -1.66 3.55 1.12  C8 1.050
23 O -2.72 -2.82 -1.67  H24 1.001, H25 0.855
24 H -2.02 -3.53 -1.74  O23 1.001
25 H -2.33 -2.22 -2.14  O23 0.855
26 O 0.11 1.10 3.20  H27 0.967, H28 1.071
27 H 0.14 0.28 2.70  O26 0.967
28 H -0.79 1.15 3.77  O26 1.071
29 O 3.61 -1.08 -0.19  H30 0.903, H31 0.967
30 H 3.68 -0.50 0.51  O29 0.903
31 H 2.98 -0.40 -0.47  O29 0.967
32 O 1.19 -1.47 2.10  H33 1.037, H34 0.995
33 H 2.01 -1.86 2.60  O32 1.037
34 H 1.77 -0.91 1.51  O32 0.995
35 O -2.09 -0.65 2.81  H36 0.975, H37 0.968
36 H -2.75 -1.32 2.54  O35 0.975
37 H -1.21 -0.96 2.56  O35 0.968
38 O -0.47 -3.32 0.26  H39 1.159, H40 0.925
39 H 0.00 -3.15 1.30  O38 1.159
40 H -1.39 -3.19 0.35  O38 0.925
41 O 0.41 -4.32 -2.08  H42 0.988, H43 0.984
42 H 0.14 -5.02 -1.44  O41 0.988
43 H 0.91 -3.81 -1.40  O41 0.984
44 O 3.48 1.42 0.91  H45 0.952, H46 0.973
45 H 3.37 2.15 0.31  O44 0.952
46 H 3.43 1.86 1.77  O44 0.973
47 O -3.98 -2.42 0.70  H48 0.859, H49 1.014
48 H -3.76 -2.34 -0.13  O47 0.859
49 H -4.73 -3.10 0.75  O47 1.014
50 O 3.50 3.31 -0.94  H51 0.969, H52 0.940
51 H 2.72 3.82 -1.22  O50 0.969
52 H 4.26 3.28 -1.49  O50 0.940

=====

No. 2
Density functional theory data (ωB97M-V with the def2-TZVPD basis set) for a single C3H11BN2O molecule at a distorted geometry.

## Properties
Structure (SMILES): CNB(NC)OC
E, eV: -8994.94759

Each atom is followed by the atoms it is bonded to, with distances in Å.
Atoms and positions in Å:
1 C 2.67 -0.02 -0.06  N2 1.424, H8 1.035, H9 1.099, H10 1.083
2 N 1.56 -0.91 -0.12  C1 1.424, B3 1.418, H11 1.025
3 B 0.27 -0.34 -0.08  N2 1.418, N4 1.440, O6 1.432
4 N -0.90 -1.19 -0.06  B3 1.440, C5 1.422, H12 0.980
5 C -2.31 -1.05 -0.13  N4 1.422, H13 1.028, H14 1.110, H15 1.121
6 O 0.37 1.09 -0.21  B3 1.432, C7 1.383
7 C -0.67 1.93 0.13  O6 1.383, H16 1.042, H17 1.169, H18 1.155
8 H 2.60 0.62 -0.87  C1 1.035
9 H 2.76 0.61 0.83  C1 1.099
10 H 3.57 -0.59 -0.25  C1 1.083
11 H 1.59 -1.83 0.33  N2 1.025
12 H -0.60 -2.01 0.38  N4 0.980
13 H -2.44 -0.38 -0.90  C5 1.028
14 H -2.62 -2.06 -0.48  C5 1.110
15 H -2.93 -0.73 0.75  C5 1.121
16 H -0.21 2.83 0.40  C7 1.042
17 H -1.37 1.68 1.03  C7 1.169
18 H -1.35 2.35 -0.70  C7 1.155

=====

No. 3
Density functional theory data (ωB97M-V with the def2-TZVPD basis set) for 2 unconnected molecules or ions with the total composition C3H4FNO at a distorted geometry.

## Properties
E, eV: -9426.21300

Each atom is followed by the atoms it is bonded to, with distances in Å.
Atoms and positions in Å:
1 C -0.34 -0.58 -0.06  C2 1.362, H6 1.320, N8 1.377
2 C 0.30 0.62 -0.04  C1 1.362, C3 1.440, F10 1.459
3 C 1.73 0.56 -0.15  C2 1.440, H7 1.110, O9 1.291
4 H -2.26 -1.13 0.89  no bonds
5 H -2.02 0.31 -0.41  N8 1.062
6 H 0.08 -1.69 0.52  C1 1.320
7 H 2.48 1.39 -0.19  C3 1.110
8 N -1.68 -0.69 -0.37  C1 1.377, H5 1.062
9 O 2.22 -0.63 -0.14  C3 1.291
10 F -0.51 1.84 -0.04  C2 1.459

=====

No. 4
Density functional theory data (ωB97M-V with the def2-TZVPD basis set) for 9 unconnected molecules or ions with the total composition C22H51BF4N4O4 at a distorted geometry.

## Properties
E, eV: -49331.58912

Each atom is followed by the atoms it is bonded to, with distances in Å.
Atoms and positions in Å:
1 C -29.49 -105.21 20.60  C2 1.518, H10 1.016, H11 1.032, H12 1.155
2 C -28.95 -103.94 19.97  C1 1.518, C3 1.607, H13 1.193, H14 1.020
3 C -29.96 -102.73 20.29  C2 1.607, N4 1.549, H15 1.142, H16 1.022
4 N -29.42 -101.29 20.43  C3 1.549, C5 1.382, C6 1.542, C9 1.586
5 C -29.09 -100.76 19.20  N4 1.382, H17 1.125, H18 1.099, H19 1.086
6 C -28.27 -101.11 21.45  N4 1.542, C7 1.435, H20 1.033, H21 1.052
7 C -28.29 -99.76 21.94  C6 1.435, C8 1.609, H22 1.135, H23 1.125
8 C -29.74 -99.15 21.62  C7 1.609, C9 1.516, H24 1.158, H25 1.081
9 C -30.51 -100.29 20.99  N4 1.586, C8 1.516, H26 1.127, H27 1.024
10 H -30.41 -105.53 20.32  C1 1.016
11 H -29.41 -105.51 21.59  C1 1.032
12 H -28.95 -106.13 20.15  C1 1.155
13 H -28.81 -103.99 18.79  C2 1.193
14 H -28.04 -103.82 20.42  C2 1.020
15 H -30.64 -103.00 21.16  C3 1.142
16 H -30.75 -102.75 19.64  C3 1.022
17 H -28.35 -101.42 18.67  C5 1.125
18 H -28.60 -99.78 19.22  C5 1.099
19 H -29.95 -100.43 18.62  C5 1.086
20 H -27.52 -101.40 20.80  C6 1.033
21 H -28.62 -101.80 22.16  C6 1.052
22 H -27.46 -99.09 21.55  C7 1.135
23 H -28.27 -99.79 23.06  C7 1.125
24 H -29.65 -98.28 20.86  C8 1.158
25 H -30.30 -98.63 22.38  C8 1.081
26 H -31.04 -99.86 20.09  C9 1.127
27 H -31.24 -100.67 21.60  C9 1.024
28 B -29.77 -108.97 22.00  F29 1.406, F30 1.293, F31 1.362, F32 1.426
29 F -30.56 -108.62 20.89  B28 1.406
30 F -30.52 -109.42 22.95  B28 1.293
31 F -28.96 -109.92 21.46  B28 1.362
32 F -28.90 -107.95 22.50  B28 1.426
33 C -25.51 -108.64 21.75  C34 1.558, H36 1.197, H37 1.182, H38 1.179
34 C -24.99 -107.65 20.67  C33 1.558, N35 1.152
35 N -24.50 -106.94 19.91  C34 1.152
36 H -25.28 -109.79 21.50  C33 1.197
37 H -24.81 -108.35 22.66  C33 1.182
38 H -26.68 -108.50 21.82  C33 1.179
39 C -27.24 -111.82 24.18  C40 1.523, H42 1.136, H43 1.087, H44 1.178
40 C -26.08 -110.93 24.60  C39 1.523, N41 1.099
41 N -25.20 -110.36 24.95  C40 1.099
42 H -27.44 -112.53 25.05  C39 1.136
43 H -27.99 -111.28 23.62  C39 1.087
44 H -26.65 -112.39 23.34  C39 1.178
45 C -33.38 -110.48 20.43  C46 1.583, H48 1.156, H49 1.108, H50 1.158
46 C -34.15 -110.72 21.79  C45 1.583, N47 1.203
47 N -34.60 -110.97 22.88  C46 1.203
48 H -33.51 -109.34 20.38  C45 1.156
49 H -32.32 -110.75 20.62  C45 1.108
50 H -33.87 -110.86 19.45  C45 1.158
51 C -34.19 -106.69 23.49  C52 1.509, H54 1.165, H55 1.001, H56 1.191
52 C -32.97 -107.15 22.73  C51 1.509, O53 1.355, H57 1.149, H58 0.963
53 O -31.91 -106.35 23.00  C52 1.355, H59 0.812
54 H -35.10 -107.40 23.33  C51 1.165
55 H -34.26 -105.71 23.35  C51 1.001
56 H -33.82 -106.95 24.59  C51 1.191
57 H -33.11 -106.87 21.63  C52 1.149
58 H -32.68 -108.06 22.89  C52 0.963
59 H -31.37 -106.65 22.48  O53 0.812
60 C -28.22 -109.94 16.71  C61 1.525, H63 0.951, H64 1.082, H65 1.233
61 C -28.44 -109.57 18.17  C60 1.525, O62 1.367, H66 1.128, H67 0.987
62 O -29.73 -109.16 18.38  C61 1.367, H68 0.969
63 H -28.67 -110.76 16.56  C60 0.951
64 H -27.16 -110.11 16.56  C60 1.082
65 H -28.66 -109.17 15.85  C60 1.233
66 H -27.66 -108.81 18.46  C61 1.128
67 H -28.08 -110.25 18.78  C61 0.987
68 H -29.79 -108.87 19.30  O62 0.969
69 C -32.45 -111.69 26.67  C70 1.499, H72 1.090, H73 1.261, H74 1.034
70 C -31.63 -111.52 25.42  C69 1.499, O71 1.433, H75 1.148, H76 1.113
71 O -30.60 -110.56 25.67  C70 1.433, H77 1.112
72 H -33.17 -112.47 26.43  C69 1.090
73 H -33.21 -110.71 26.86  C69 1.261
74 H -31.89 -111.88 27.51  C69 1.034
75 H -32.38 -111.13 24.64  C70 1.148
76 H -31.21 -112.51 25.13  C70 1.113
77 H -30.21 -110.15 24.72  O71 1.112
78 C -30.06 -114.15 22.55  C79 1.482, H81 1.003, H82 1.059, H83 1.201
79 C -30.20 -112.94 21.70  C78 1.482, O80 1.487, H84 1.146, H85 1.020
80 O -28.86 -112.68 21.10  C79 1.487, H86 0.893
81 H -30.97 -114.24 22.96  C78 1.003
82 H -29.11 -114.05 23.01  C78 1.059
83 H -29.92 -115.03 21.75  C78 1.201
84 H -30.43 -112.02 22.34  C79 1.146
85 H -30.93 -113.05 21.01  C79 1.020
86 H -28.96 -111.85 20.79  O80 0.893

=====

| no. | LUMO level (eV) | HOMO energy (eV) | molecular weight (u) |
| --- | --- | --- | --- |
| 1 | 0.1876 | -9.05 | 290.35 |
| 2 | 0.6506 | -8.63 | 101.95 |
| 3 | -0.6897 | -9.24 | 89.07 |
| 4 | -0.9158 | -8.95 | 522.48 |